# 1
DFT (wB97M-V/def2-TZVPD) results for the molecule C5H10 in a non-equilibrium geometry.

LUMO level, eV: 1.280
Max |F|, eV Å⁻¹: 3.491
Energy above the lowest of the compared OMol25 structures with the same formula, charge and spin, kJ/mol: 161.35
Gap between HOMO and LUMO, eV: 10.7
Structure (SMILES): C=CCCC
E_HOMO, eV: -9.40

Structure (ORCA input):
```
! RIJCOSX wB97M-V def2-TZVPD def2/J DEFGRID3
* xyz 0 1
C -0.0500 1.8514 -1.6368
C 0.7621 0.8313 -1.2895
C 0.1358 -0.3650 -0.7063
C 0.3755 -0.4637 0.8918
C -0.6713 -1.2964 1.6489
H -1.1527 1.9306 -1.6246
H 0.4255 2.8302 -1.9605
H 1.8688 1.0682 -1.0917
H -0.9840 -0.3257 -0.8781
H 0.4332 -1.4179 -1.0334
H 0.3693 0.5305 1.3068
H 1.4422 -0.6902 1.0292
H -0.7711 -0.8462 2.6263
H -1.5929 -1.2826 1.0654
H -0.5903 -2.3547 1.6525
*
```

Atom charges from the Mulliken analysis, given in e for atoms 1 to 5: -0.6801 -0.1450 -0.5035 -0.5089 -1.1106

# 2
DFT (wB97M-V/def2-TZVPD) results for the molecule C4H9N in a non-equilibrium geometry.

LUMO level, eV: 1.202
Max |F|, eV Å⁻¹: 2.744
Energy above the lowest of the compared OMol25 structures with the same formula, charge and spin, kJ/mol: 96.33
Gap between HOMO and LUMO, eV: 9.7
Structure (SMILES): C1CCNC1
E_HOMO, eV: -8.49

Structure (ORCA input):
```
! RIJCOSX wB97M-V def2-TZVPD def2/J DEFGRID3
* xyz 0 1
C 0.7834 0.6863 -0.5262
C 0.9441 -0.7449 0.1117
C -0.4626 -1.1852 -0.0079
N -1.2741 -0.0246 0.5930
C -0.4587 1.2366 0.2993
H 0.4578 0.4352 -1.5836
H 1.7243 1.3049 -0.4494
H 1.3078 -0.5958 1.1523
H 1.7183 -1.3692 -0.4709
H -0.6470 -1.2462 -1.1838
H -0.6579 -2.1586 0.6559
H -2.2806 -0.0513 0.4204
H -0.1723 1.6772 1.2536
H -0.9827 2.0358 -0.2644
*
```

Atom charges from the Mulliken analysis, given in e for atoms 1 to 5: -0.5865 -0.5479 -0.3443 -0.3895 -0.4633

# 3
DFT (wB97M-V/def2-TZVPD) results for the ion C12H20NSi with charge +1 in a non-equilibrium geometry.

LUMO level (spin up / spin down), eV: -2.399 / -6.399
Max |F|, eV Å⁻¹: 6.664
Gap between HOMO and LUMO (spin up / spin down), eV: 6.7 / 6.3
E_HOMO (spin up / spin down), eV: -9.11 / -12.65
<S²>: 2.0314

Structure (ORCA input):
```
! RIJCOSX wB97M-V def2-TZVPD def2/J DEFGRID3
* xyz 1 3
C -1.4056 4.2868 -0.7739
C -2.1034 3.2033 -0.2738
C -0.1088 4.1545 -1.2101
C -1.4494 1.9426 -0.2116
C 0.5498 2.9888 -1.0908
C -0.1136 1.8325 -0.6340
C 0.5881 0.5470 -0.7432
C 0.3931 -0.5971 0.0059
C 2.6361 -1.5016 -0.5179
C 0.6342 -2.3629 -1.6879
C 0.5571 -1.9815 2.5374
C -2.2014 -1.6894 1.3945
N 1.1623 -1.7867 -0.4770
Si -0.5440 -0.7937 1.6446
H -1.9298 5.2323 -0.8983
H -3.1582 3.2158 0.0685
H 0.4452 4.9750 -1.5671
H -2.0558 1.1129 0.2012
H 1.6268 2.7936 -1.5064
H 1.2366 0.5750 -1.6486
H 2.6813 -0.6886 -1.2704
H 2.9040 -1.1382 0.4692
H 3.2658 -2.2874 -0.7856
H 0.5487 -1.7169 -2.5014
H 1.0483 -3.4158 -1.8567
H -0.4049 -2.6767 -1.3849
H 0.2007 -3.1048 2.4266
H 1.6083 -1.8474 2.0358
H 0.3996 -1.9575 3.6198
H -2.2816 -1.7823 0.3592
H -2.2734 -2.6063 1.9904
H -3.1438 -1.1172 1.7211
H 0.9036 -2.3740 0.3260
H -0.2160 0.5661 2.2393
*
```

Atom charges from the Mulliken analysis, given in e for atoms 1 to 5: -0.3812 -0.6610 -0.5873 -0.0669 -0.4444

# 4
DFT (wB97M-V/def2-TZVPD) results for a structure of composition C29H44BN8O2STi.

LUMO level (spin up / spin down), eV: 0.091 / 0.374
Max |F|, eV Å⁻¹: 0.760
Energy above the lowest of the compared OMol25 structures with the same formula, charge and spin, kJ/mol: 0.00
Gap between HOMO and LUMO (spin up / spin down), eV: 7.7 / 8.2
E_HOMO (spin up / spin down), eV: -7.65 / -7.81
<S²>: 0.7539

Structure (ORCA input):
```
! RIJCOSX wB97M-V def2-TZVPD def2/J DEFGRID3
* xyz 0 2
Ti 0.4584 -0.4912 -0.8914
C 2.1560 0.5509 4.1467
C 2.4271 0.3234 2.6976
C 3.6395 0.3130 2.0425
C 3.3520 0.0726 0.6928
N 2.0243 -0.0190 0.5388
N 1.4735 0.0995 1.7820
B -0.0260 -0.1250 2.0113
N -0.8051 0.9530 1.2344
N -0.1350 1.9415 0.5720
C -1.0199 2.8973 0.3356
C -2.2858 2.5298 0.8393
C -2.1024 1.2909 1.4095
C -3.0520 0.3952 2.1282
C -0.6285 4.2067 -0.3026
C -1.4186 4.4186 -1.5966
C -0.9674 5.3370 0.6774
C 0.8723 4.2250 -0.5967
N -0.4555 -1.5355 1.4983
N -0.9708 -1.7484 0.2459
C -1.4697 -2.9920 0.2383
C -1.2528 -3.5824 1.4905
C -0.5997 -2.6387 2.2522
C -0.1227 -2.7419 3.6600
C -2.2108 -3.6716 -0.8956
C -3.5189 -4.2397 -0.3200
C -1.3723 -4.8381 -1.4351
C -2.5779 -2.7267 -2.0361
C 4.4064 -0.1463 -0.3665
C 4.9608 -1.5662 -0.1724
C 3.8813 -0.0040 -1.7863
C 5.5320 0.8742 -0.1646
H 3.0926 0.7737 4.6546
H 1.7086 -0.3244 4.6162
H 1.4733 1.3866 4.2912
H 4.6064 0.4553 2.4892
H -0.2506 -0.0786 3.1908
H -3.2038 3.0923 0.8098
H -4.0570 0.8103 2.0928
H -2.7628 0.2809 3.1743
H -3.0684 -0.6023 1.6822
H -2.4938 4.4071 -1.4043
H -1.1920 3.6376 -2.3220
H -1.1609 5.3818 -2.0396
H -2.0329 5.3555 0.9116
H -0.6997 6.2993 0.2382
H -0.4159 5.2183 1.6106
H 1.1342 3.4538 -1.3198
H 1.4408 4.0426 0.3157
H 1.1573 5.1992 -0.9982
H -1.5374 -4.5686 1.8100
H -0.2706 -3.7593 4.0152
H -0.6642 -2.0604 4.3156
H 0.9383 -2.5018 3.7292
H -3.3362 -5.0067 0.4311
H -4.1009 -4.6908 -1.1248
H -4.1169 -3.4490 0.1355
H -1.0904 -5.5174 -0.6306
H -0.4641 -4.4876 -1.9214
H -1.9551 -5.3996 -2.1666
H -3.3022 -1.9835 -1.7051
H -3.0401 -3.3074 -2.8364
H -1.7105 -2.2174 -2.4518
H 4.1718 -2.3048 -0.3150
H 5.3725 -1.6900 0.8305
H 5.7542 -1.7586 -0.8963
H 3.0834 -0.7170 -1.9992
H 4.6888 -0.2062 -2.4917
H 3.5168 1.0067 -1.9659
H 6.0054 0.7667 0.8103
H 5.1510 1.8915 -0.2537
H 6.2978 0.7253 -0.9262
S 0.9522 1.0401 -2.8616
C -0.7668 1.0368 -2.8772
C -1.6043 1.5736 -3.8613
C -2.9645 1.5656 -3.6492
C -3.4886 1.0089 -2.4810
C -2.6130 0.4319 -1.5895
N -1.2937 0.4301 -1.7931
H -1.1675 2.0094 -4.7473
H -3.6282 1.9949 -4.3880
H -4.5514 1.0017 -2.2891
H -2.9524 -0.0677 -0.6933
O 0.4210 -1.9043 -2.4185
N 1.2042 -2.7306 -1.8875
O 1.5945 -2.3053 -0.7786
*
```

Atom charges from the Mulliken analysis, given in e for atoms 1 to 5: -0.0016 -1.4625 0.2836 -0.8612 -0.8309

# 5
DFT (wB97M-V/def2-TZVPD) results for a cluster of 2 separate species, C20H30B3Cl4O7S in total in a non-equilibrium geometry.

LUMO level, eV: 1.486
Max |F|, eV Å⁻¹: 7.131
Gap between HOMO and LUMO, eV: 5.8
E_HOMO, eV: -4.30

Structure (ORCA input):
```
! RIJCOSX wB97M-V def2-TZVPD def2/J DEFGRID3
* xyz -1 1
C -2.1133 -0.0453 2.8570
C -2.2572 -1.5237 3.5209
C -1.4067 -1.4824 4.9580
C -3.8580 -1.7189 3.9360
C -1.8007 -2.7984 2.6378
C -1.3069 -2.5409 1.1111
C -2.4630 -1.9455 0.0860
C -0.9546 -4.0578 0.4924
C 0.1466 -1.7235 0.9864
C 1.2167 -1.5424 2.2173
C 2.6390 -0.6780 2.0542
C 2.9974 0.0457 0.6052
O 4.2305 0.8601 0.3943
C 3.9213 2.2772 0.6877
C 3.0086 3.0240 -0.4571
O 3.3334 2.6387 -1.8473
C 2.4731 3.3487 -2.8155
C 1.3373 2.3236 -3.4245
B 0.1867 3.0817 -4.3407
O -0.7399 2.1987 -5.1225
B -2.1346 2.5840 -4.8285
S -3.5488 1.3926 -4.4353
O -2.4407 4.0463 -4.8506
B -1.4023 4.7830 -4.0833
C -1.9018 5.7750 -2.8669
O -3.2005 5.9998 -2.5913
O -0.9077 6.4780 -2.0408
O 0.0431 4.5593 -4.4142
C 1.9059 -0.1884 -0.6149
C 0.5050 -1.0306 -0.4747
H -2.4603 0.7452 3.6815
H -2.8425 0.1502 1.9325
H -0.9895 0.2486 2.6098
H -0.7742 -2.4569 5.1412
H -2.1426 -1.3937 5.8923
H -0.6234 -0.5863 4.9516
H -4.0749 -2.8210 4.3078
H -4.2052 -0.9053 4.7339
H -4.4858 -1.4635 2.9539
H -0.9539 -3.4241 3.1961
H -2.7311 -3.5443 2.5799
H -2.4606 -0.7776 -0.0043
H -3.4843 -2.4057 0.4478
H -2.2632 -2.4014 -0.9986
H -0.6590 -4.7139 1.4375
H -0.0096 -4.0379 -0.2008
H -1.8987 -4.5654 0.0151
H 0.9452 -2.0349 3.2620
H 3.3436 -0.6223 3.0007
H 4.8713 2.9513 0.8561
H 3.3256 2.2818 1.7167
H 3.1060 4.2123 -0.4000
H 1.8791 2.7937 -0.2041
H 1.9670 4.3199 -2.3924
H 3.1617 3.6692 -3.7147
H 0.7756 1.8020 -2.5099
H 1.9235 1.5217 -4.0794
H -3.2578 0.6824 -3.2564
H 2.1778 0.3004 -1.6643
H -0.1963 -1.0927 -1.4185
C 3.5056 -4.1146 -1.8419
Cl 2.1891 -5.2534 -2.2214
Cl 2.8173 -2.5136 -1.4704
Cl 4.4184 -4.7103 -0.4325
Cl 4.5976 -3.9808 -3.2434
*
```

Atom charges from the Mulliken analysis, given in e for atoms 1 to 5: -1.1904 1.8358 -1.2861 -1.4105 -1.6976

# 6
DFT (wB97M-V/def2-TZVPD) results for a cluster of 10 separate species, C8H36N8O12 in total in a non-equilibrium geometry.

LUMO level (spin up / spin down), eV: 1.876 / 1.811
Max |F|, eV Å⁻¹: 11.892
Gap between HOMO and LUMO (spin up / spin down), eV: 1.7 / 8.1
E_HOMO (spin up / spin down), eV: 0.23 / -6.33
<S²>: 0.7505

Structure (ORCA input):
```
! RIJCOSX wB97M-V def2-TZVPD def2/J DEFGRID3
* xyz -1 2
C -1.8033 0.5098 -3.6153
O -2.7917 1.2459 -3.4536
N -0.6576 0.7977 -4.0693
N -1.8184 -0.6488 -3.0248
H -0.4377 1.7821 -4.1203
H -0.1477 -0.0607 -4.2220
H -2.5895 -0.7113 -2.3756
H -1.1145 -1.3696 -3.0957
C -1.9996 -4.0087 -0.1046
O -1.9622 -3.9488 1.1408
N -0.9650 -3.7104 -0.8571
N -2.9395 -4.5480 -0.8264
H -1.0925 -3.9015 -1.8406
H -0.3839 -3.0543 -0.3552
H -3.8496 -4.7900 -0.4612
H -2.6506 -4.9462 -1.7085
C -1.4892 4.0031 -0.8375
O -1.5145 3.6933 -1.9737
N -1.7397 5.1918 -0.3561
N -1.0083 3.2569 0.0551
H -1.2129 5.4083 0.4779
H -2.3027 5.8532 -0.8716
H -1.3778 3.4599 0.9729
H -0.8224 2.2970 -0.1984
C 2.4391 2.5065 -1.1743
O 2.3823 2.9524 -0.0625
N 3.4309 2.5459 -1.9039
N 1.6243 1.7046 -1.7740
H 4.2535 3.0491 -1.6036
H 3.5432 2.1100 -2.8080
H 0.7090 1.4506 -1.4308
H 1.7285 1.2856 -2.6870
C -0.3313 0.3425 0.9297
C -0.2285 -1.0609 1.6339
O -1.5276 -1.3528 2.2429
O -0.7685 0.1746 -0.4400
H 0.7022 0.6764 1.0213
H -0.9362 1.0599 1.4843
H 0.5438 -1.1224 2.4006
H 0.1188 -1.7912 0.9031
H -1.7486 -2.2420 1.9563
H -1.6897 -0.0934 -0.4068
C 3.5094 -1.2160 1.8400
C 4.8309 -1.6461 2.4195
O 6.0159 -1.3880 1.6112
O 2.9672 -2.1481 0.8759
H 3.5615 -0.2701 1.3007
H 2.7316 -1.0866 2.5925
H 4.8390 -2.7107 2.6534
H 4.8392 -1.0214 3.3127
H 6.0882 -1.9955 0.8714
H 3.4291 -2.2072 0.0364
O 2.4789 -4.4134 2.5256
H 2.1026 -3.7082 1.9990
H 3.3226 -4.5973 2.1126
O -3.4911 2.0734 1.6142
H -2.7787 2.5185 2.0730
H -3.8317 2.7293 1.0059
O -3.4671 -1.1333 -0.4888
H -3.9137 -1.7527 -1.0660
H -4.1733 -0.6997 -0.0098
O -1.6954 3.4155 3.0561
H -2.1663 3.7947 3.7981
H -0.7728 3.4663 3.3060
*
```

Atom charges from the Mulliken analysis, given in e for atoms 1 to 5: -0.2381 -0.4958 -0.3786 -0.3365 0.2739

Repeat the second record exactly.
DFT (wB97M-V/def2-TZVPD) results for the molecule C4H9N in a non-equilibrium geometry.

LUMO level, eV: 1.202
Max |F|, eV Å⁻¹: 2.744
Energy above the lowest of the compared OMol25 structures with the same formula, charge and spin, kJ/mol: 96.33
Gap between HOMO and LUMO, eV: 9.7
Structure (SMILES): C1CCNC1
E_HOMO, eV: -8.49

Structure (ORCA input):
```
! RIJCOSX wB97M-V def2-TZVPD def2/J DEFGRID3
* xyz 0 1
C 0.7834 0.6863 -0.5262
C 0.9441 -0.7449 0.1117
C -0.4626 -1.1852 -0.0079
N -1.2741 -0.0246 0.5930
C -0.4587 1.2366 0.2993
H 0.4578 0.4352 -1.5836
H 1.7243 1.3049 -0.4494
H 1.3078 -0.5958 1.1523
H 1.7183 -1.3692 -0.4709
H -0.6470 -1.2462 -1.1838
H -0.6579 -2.1586 0.6559
H -2.2806 -0.0513 0.4204
H -0.1723 1.6772 1.2536
H -0.9827 2.0358 -0.2644
*
```

Atom charges from the Mulliken analysis, given in e for atoms 1 to 5: -0.5865 -0.5479 -0.3443 -0.3895 -0.4633

Copy entry 6 word for word.
DFT (wB97M-V/def2-TZVPD) results for a cluster of 10 separate species, C8H36N8O12 in total in a non-equilibrium geometry.

LUMO level (spin up / spin down), eV: 1.876 / 1.811
Max |F|, eV Å⁻¹: 11.892
Gap between HOMO and LUMO (spin up / spin down), eV: 1.7 / 8.1
E_HOMO (spin up / spin down), eV: 0.23 / -6.33
<S²>: 0.7505

Structure (ORCA input):
```
! RIJCOSX wB97M-V def2-TZVPD def2/J DEFGRID3
* xyz -1 2
C -1.8033 0.5098 -3.6153
O -2.7917 1.2459 -3.4536
N -0.6576 0.7977 -4.0693
N -1.8184 -0.6488 -3.0248
H -0.4377 1.7821 -4.1203
H -0.1477 -0.0607 -4.2220
H -2.5895 -0.7113 -2.3756
H -1.1145 -1.3696 -3.0957
C -1.9996 -4.0087 -0.1046
O -1.9622 -3.9488 1.1408
N -0.9650 -3.7104 -0.8571
N -2.9395 -4.5480 -0.8264
H -1.0925 -3.9015 -1.8406
H -0.3839 -3.0543 -0.3552
H -3.8496 -4.7900 -0.4612
H -2.6506 -4.9462 -1.7085
C -1.4892 4.0031 -0.8375
O -1.5145 3.6933 -1.9737
N -1.7397 5.1918 -0.3561
N -1.0083 3.2569 0.0551
H -1.2129 5.4083 0.4779
H -2.3027 5.8532 -0.8716
H -1.3778 3.4599 0.9729
H -0.8224 2.2970 -0.1984
C 2.4391 2.5065 -1.1743
O 2.3823 2.9524 -0.0625
N 3.4309 2.5459 -1.9039
N 1.6243 1.7046 -1.7740
H 4.2535 3.0491 -1.6036
H 3.5432 2.1100 -2.8080
H 0.7090 1.4506 -1.4308
H 1.7285 1.2856 -2.6870
C -0.3313 0.3425 0.9297
C -0.2285 -1.0609 1.6339
O -1.5276 -1.3528 2.2429
O -0.7685 0.1746 -0.4400
H 0.7022 0.6764 1.0213
H -0.9362 1.0599 1.4843
H 0.5438 -1.1224 2.4006
H 0.1188 -1.7912 0.9031
H -1.7486 -2.2420 1.9563
H -1.6897 -0.0934 -0.4068
C 3.5094 -1.2160 1.8400
C 4.8309 -1.6461 2.4195
O 6.0159 -1.3880 1.6112
O 2.9672 -2.1481 0.8759
H 3.5615 -0.2701 1.3007
H 2.7316 -1.0866 2.5925
H 4.8390 -2.7107 2.6534
H 4.8392 -1.0214 3.3127
H 6.0882 -1.9955 0.8714
H 3.4291 -2.2072 0.0364
O 2.4789 -4.4134 2.5256
H 2.1026 -3.7082 1.9990
H 3.3226 -4.5973 2.1126
O -3.4911 2.0734 1.6142
H -2.7787 2.5185 2.0730
H -3.8317 2.7293 1.0059
O -3.4671 -1.1333 -0.4888
H -3.9137 -1.7527 -1.0660
H -4.1733 -0.6997 -0.0098
O -1.6954 3.4155 3.0561
H -2.1663 3.7947 3.7981
H -0.7728 3.4663 3.3060
*
```

Atom charges from the Mulliken analysis, given in e for atoms 1 to 5: -0.2381 -0.4958 -0.3786 -0.3365 0.2739

Among the records above, which one has the highest max |F|?
C8H36N8O12

The highest max |F| belongs to which entry?
C8H36N8O12